20
Properties=species:S:1:pos:R:3 method="wB97M-V/def2-TZVPD" lumo_energy_ev="0.014 / -2.750" total_charge=0 s2=2.030 energy_ev=-27335.3675 gap_ev="5.75 / 6.42" multiplicity=3 homo_ha="-0.2107 / -0.3371"
S 2.32585 0.45432 0.92972
O 3.90883 -2.47656 -2.74776
O 4.29993 -0.98435 0.96442
N 1.54793 1.48437 -0.15627
N 3.36506 -0.84543 -1.15462
C 3.76214 -1.74240 -1.87471
C -2.97607 -0.66272 0.72841
C -1.90987 0.84597 -0.81845
C 0.31032 1.67706 -0.33389
C -0.82134 0.23252 1.28268
C -1.91463 -0.54524 1.62008
C -3.01415 0.07656 -0.47056
C -0.83399 0.88016 0.03862
C 3.52518 -0.52354 0.16544
H 0.18105 2.42744 -0.97626
H -3.81431 -1.13363 0.93965
H -3.89634 0.02248 -0.94870
H 0.00427 0.39310 1.92742
H -2.21205 -1.03902 2.50576
H -1.83779 1.45890 -1.62097